Record 1
{"formula": "C5H6IN2O3", "method": "wB97M-V/def2-TZVPD", "homo_ha": [-0.16048, -0.16050], "total_charge": -1, "lumo_energy_ev": [1.71, 1.71], "homo_lumo_gap_ev": [6.1, 6.1], "multiplicity": 1, "e_above_lowest_kcal_mol": 66.2, "symbols": ["C", "C", "C", "C", "C", "N", "N", "O", "O", "O", "I", "H", "H", "H", "H", "H", "H"], "xyz": [[-1.534, -0.106, 1.840], [1.204, 0.534, 0.169], [-0.097, 1.407, 0.375], [1.106, -0.450, -0.976], [-1.231, 0.507, 0.387], [-0.222, -2.300, -1.607], [-0.089, -1.237, -1.019], [-2.756, -0.166, 2.116], [-0.522, -0.272, 2.525], [0.749, -2.849, -2.290], [-2.966, 0.781, -0.819], [2.099, 1.208, 0.248], [1.287, 0.052, 1.179], [0.067, 1.864, 1.372], [-0.190, 2.132, -0.407], [1.125, 0.128, -2.017], [1.970, -1.235, -1.076]]}


Record 2
{"formula": "C21H22F3N3O2", "method": "wB97M-V/def2-TZVPD", "homo_ha": -0.34115, "total_charge": 0, "lumo_energy_ev": 0.60, "homo_lumo_gap_ev": 9.9, "smiles": "CN(Cc1ccccn1)C(=O)[C@@H]1CCC(=O)N(Cc2cccc(C(F)(F)F)c2)C1", "multiplicity": 1, "e_above_lowest_kcal_mol": 0.0, "symbols": ["C", "N", "C", "C", "C", "C", "C", "C", "N", "C", "O", "C", "C", "C", "C", "O", "N", "C", "C", "C", "C", "C", "C", "C", "F", "F", "F", "C", "C", "H", "H", "H", "H", "H", "H", "H", "H", "H", "H", "H", "H", "H", "H", "H", "H", "H", "H", "H", "H", "H", "H"], "xyz": [[-2.897, -0.525, -2.405], [-1.915, 0.503, -2.145], [-2.223, 1.819, -2.689], [-3.317, 2.462, -1.876], [-3.025, 3.126, -0.689], [-4.072, 3.659, 0.043], [-5.367, 3.507, -0.432], [-5.551, 2.816, -1.619], [-4.556, 2.304, -2.323], [-0.786, 0.354, -1.422], [-0.026, 1.284, -1.213], [-0.510, -1.036, -0.852], [-1.111, -1.146, 0.551], [-0.879, -2.559, 1.060], [0.572, -2.998, 0.987], [0.988, -3.910, 1.678], [1.367, -2.358, 0.099], [2.782, -2.676, 0.083], [3.603, -1.577, 0.703], [4.723, -1.058, 0.067], [5.457, -0.038, 0.648], [5.074, 0.491, 1.868], [3.952, -0.023, 2.503], [3.523, 0.516, 3.837], [3.959, 1.765, 4.065], [2.187, 0.552, 3.974], [3.982, -0.231, 4.861], [3.224, -1.057, 1.934], [0.998, -1.225, -0.723], [-3.820, -0.038, -2.714], [-3.110, -1.115, -1.515], [-2.566, -1.192, -3.207], [-2.548, 1.708, -3.726], [-1.309, 2.413, -2.637], [-2.002, 3.214, -0.359], [-3.884, 4.185, 0.968], [-6.210, 3.910, 0.106], [-6.540, 2.661, -2.031], [-0.926, -1.811, -1.498], [-2.179, -0.918, 0.545], [-0.620, -0.421, 1.203], [-1.195, -2.664, 2.099], [-1.461, -3.276, 0.473], [3.103, -2.858, -0.947], [2.897, -3.598, 0.664], [5.025, -1.457, -0.890], [6.327, 0.355, 0.145], [5.633, 1.294, 2.322], [2.362, -1.458, 2.446], [1.439, -1.371, -1.717], [1.427, -0.304, -0.306]]}


Record 3
{"formula": "C4H6N4", "method": "wB97M-V/def2-TZVPD", "homo_ha": -0.34920, "total_charge": 0, "lumo_energy_ev": 0.24, "homo_lumo_gap_ev": 9.7, "smiles": "NCc1ccnnn1", "multiplicity": 1, "e_above_lowest_kcal_mol": 75.4, "symbols": ["N", "C", "C", "C", "C", "N", "N", "N", "H", "H", "H", "H", "H", "H"], "xyz": [[-0.770, 1.649, -1.629], [0.351, 0.818, -1.349], [0.157, -0.001, -0.087], [0.722, -1.156, 0.359], [0.202, -1.727, 1.484], [-0.601, -1.027, 2.300], [-0.955, 0.158, 1.935], [-0.654, 0.656, 0.782], [-1.623, 1.022, -1.412], [-0.759, 2.362, -0.755], [1.296, 1.443, -1.277], [0.563, 0.120, -2.258], [1.680, -1.652, 0.015], [0.389, -2.667, 1.892]]}


Record 4
{"formula": "C23H43AlFO6", "method": "wB97M-V/def2-TZVPD", "homo_ha": -0.63677, "total_charge": 3, "lumo_energy_ev": -15.39, "homo_lumo_gap_ev": 1.9, "multiplicity": 1, "symbols": ["C", "C", "C", "O", "O", "C", "C", "C", "C", "C", "C", "C", "C", "C", "C", "C", "C", "C", "O", "C", "O", "C", "O", "C", "C", "C", "O", "C", "C", "F", "H", "H", "H", "H", "H", "H", "H", "H", "H", "H", "H", "H", "H", "H", "H", "H", "H", "H", "H", "H", "H", "H", "H", "H", "H", "H", "H", "H", "H", "H", "H", "H", "H", "H", "H", "H", "H", "H", "H", "H", "H", "H", "H", "Al"], "xyz": [[1.221, -3.989, 2.414], [0.291, -3.966, 1.082], [-1.122, -3.262, 1.305], [-2.006, -3.873, 1.976], [-1.494, -1.949, 0.850], [-1.039, -1.012, 1.900], [-2.131, 0.179, 2.054], [-1.555, 1.631, 1.519], [-0.407, 2.012, 2.576], [1.049, 2.352, 2.004], [2.089, 1.135, 2.356], [3.070, 0.778, 1.111], [2.703, -0.595, 0.360], [3.618, -0.806, -0.958], [2.737, -1.467, -2.128], [1.552, -0.482, -2.681], [1.413, -0.515, -4.281], [2.233, 0.629, -5.072], [2.844, 1.640, -4.221], [4.192, 1.282, -3.815], [-2.523, 2.693, 1.590], [-3.783, 2.388, 0.999], [-3.971, 2.775, -0.188], [-5.042, 1.689, 1.715], [-5.631, 0.391, 0.964], [-5.710, -0.902, 1.962], [-4.962, 0.010, -0.241], [-1.070, 1.368, 0.015], [-0.903, 2.680, -0.897], [-2.001, 0.493, -0.705], [2.340, -3.941, 2.163], [1.012, -3.120, 3.131], [1.012, -4.981, 2.947], [0.067, -5.046, 0.738], [0.930, -3.482, 0.253], [-0.013, -0.644, 1.563], [-0.920, -1.594, 2.875], [-3.043, -0.182, 1.467], [-2.441, 0.348, 3.141], [-0.285, 1.179, 3.370], [-0.759, 2.932, 3.185], [1.446, 3.242, 2.632], [1.120, 2.695, 0.921], [1.562, 0.213, 2.780], [2.798, 1.498, 3.199], [4.125, 0.619, 1.567], [3.162, 1.688, 0.428], [2.835, -1.456, 1.121], [1.599, -0.567, 0.058], [4.135, 0.175, -1.278], [4.452, -1.544, -0.665], [3.379, -1.809, -3.016], [2.220, -2.387, -1.667], [1.640, 0.562, -2.224], [0.566, -0.925, -2.266], [1.747, -1.528, -4.725], [0.300, -0.397, -4.530], [3.074, 0.123, -5.703], [1.511, 1.159, -5.780], [5.013, 1.647, -4.537], [4.256, 0.134, -3.788], [4.398, 1.771, -2.796], [-5.825, 2.523, 1.895], [-4.692, 1.381, 2.771], [-6.728, 0.622, 0.692], [-4.889, -1.681, 1.725], [-5.684, -0.604, 3.069], [-6.707, -1.445, 1.727], [-4.339, -0.743, -0.107], [-0.057, 0.809, -0.041], [-1.632, 2.593, -1.788], [0.147, 2.701, -1.348], [-1.055, 3.667, -0.345], [4.562, 0.490, -6.375]]}


Record 5
{"formula": "C29H82O12", "method": "wB97M-V/def2-TZVPD", "homo_ha": -0.34886, "total_charge": 0, "lumo_energy_ev": 0.35, "homo_lumo_gap_ev": 9.8, "smiles": "CC(C)O.CC(C)O.CC(C)O.CC(C)O.CC(C)O.CCO.CCO.CCO.CCO.CCO.CCO.CCO", "multiplicity": 1, "e_above_lowest_kcal_mol": 34.1, "symbols": ["C", "C", "C", "O", "H", "H", "H", "H", "H", "H", "H", "H", "C", "C", "C", "O", "H", "H", "H", "H", "H", "H", "H", "H", "C", "C", "C", "O", "H", "H", "H", "H", "H", "H", "H", "H", "C", "C", "C", "O", "H", "H", "H", "H", "H", "H", "H", "H", "C", "C", "C", "O", "H", "H", "H", "H", "H", "H", "H", "H", "C", "C", "O", "H", "H", "H", "H", "H", "H", "C", "C", "O", "H", "H", "H", "H", "H", "H", "C", "C", "O", "H", "H", "H", "H", "H", "H", "C", "C", "O", "H", "H", "H", "H", "H", "H", "C", "C", "O", "H", "H", "H", "H", "H", "H", "C", "C", "O", "H", "H", "H", "H", "H", "H", "C", "C", "O", "H", "H", "H", "H", "H", "H"], "xyz": [[10.056, 14.428, 14.416], [9.500, 15.468, 13.419], [10.065, 15.395, 12.039], [8.120, 15.493, 13.359], [11.132, 14.583, 14.493], [9.943, 13.406, 14.053], [9.611, 14.619, 15.392], [9.779, 16.425, 13.859], [11.152, 15.471, 12.083], [9.544, 16.178, 11.489], [9.694, 14.455, 11.632], [7.853, 15.915, 12.539], [12.050, 6.648, 9.627], [13.450, 7.196, 9.298], [13.709, 7.213, 7.818], [13.590, 8.475, 9.747], [11.931, 5.724, 9.062], [11.311, 7.392, 9.330], [11.976, 6.447, 10.695], [14.171, 6.464, 9.662], [14.660, 7.706, 7.618], [12.986, 7.776, 7.228], [13.783, 6.207, 7.404], [13.260, 8.546, 10.646], [7.463, 11.114, 15.741], [7.190, 9.921, 16.584], [7.316, 8.655, 15.753], [8.082, 9.897, 17.694], [7.457, 12.014, 16.357], [6.650, 11.208, 15.022], [8.454, 11.071, 15.289], [6.191, 9.983, 17.016], [7.054, 7.822, 16.406], [8.352, 8.479, 15.465], [6.735, 8.580, 14.833], [7.776, 10.375, 18.469], [14.571, 13.533, 12.229], [14.118, 14.492, 13.340], [15.173, 14.836, 14.369], [13.619, 15.632, 12.746], [14.907, 12.587, 12.652], [15.448, 13.906, 11.700], [13.795, 13.355, 11.485], [13.202, 14.135, 13.812], [14.844, 15.646, 15.020], [16.134, 15.085, 13.918], [15.317, 13.908, 14.922], [13.366, 16.284, 13.403], [11.349, 9.135, 14.231], [11.535, 9.535, 12.839], [12.275, 10.876, 12.713], [12.328, 8.597, 12.230], [10.859, 8.161, 14.226], [10.761, 9.888, 14.755], [12.308, 8.954, 14.716], [10.584, 9.538, 12.307], [12.626, 11.094, 11.705], [13.142, 10.871, 13.373], [11.686, 11.709, 13.098], [13.008, 8.198, 12.777], [16.777, 10.695, 12.105], [17.322, 10.975, 13.519], [16.994, 9.917, 14.398], [17.364, 9.900, 11.646], [17.054, 11.570, 11.517], [15.718, 10.441, 12.060], [16.774, 11.874, 13.802], [18.388, 11.201, 13.486], [17.228, 10.265, 15.262], [10.346, 11.381, 9.281], [10.808, 10.387, 8.221], [9.852, 10.518, 7.159], [9.265, 11.320, 9.407], [10.537, 12.409, 8.971], [10.887, 11.279, 10.222], [10.733, 9.406, 8.690], [11.832, 10.507, 7.865], [10.100, 9.827, 6.541], [13.040, 12.299, 16.569], [13.132, 12.070, 18.035], [13.034, 10.761, 18.375], [13.813, 11.789, 15.994], [13.015, 13.350, 16.285], [12.048, 11.938, 16.296], [12.390, 12.648, 18.585], [14.117, 12.383, 18.382], [12.196, 10.367, 18.121], [16.062, 7.243, 16.905], [15.147, 8.424, 17.052], [14.907, 8.673, 18.461], [16.289, 7.089, 15.850], [15.671, 6.327, 17.348], [17.019, 7.363, 17.413], [14.189, 8.150, 16.611], [15.621, 9.269, 16.554], [14.363, 9.462, 18.513], [8.485, 7.381, 12.248], [7.904, 8.803, 11.885], [6.512, 8.704, 11.998], [8.581, 7.183, 13.316], [9.463, 7.231, 11.791], [7.836, 6.581, 11.892], [8.144, 9.073, 10.857], [8.323, 9.549, 12.560], [6.129, 9.579, 12.099], [10.762, 7.426, 18.935], [10.727, 8.133, 17.546], [10.719, 9.536, 17.669], [11.462, 7.900, 19.623], [11.002, 6.364, 18.879], [9.795, 7.541, 19.424], [10.008, 7.670, 16.870], [11.684, 7.938, 17.061], [9.795, 9.796, 17.674], [14.751, 6.023, 12.635], [15.283, 7.487, 12.622], [14.946, 8.163, 13.789], [13.661, 6.007, 12.676], [15.193, 5.574, 13.525], [15.003, 5.475, 11.728], [15.098, 8.021, 11.690], [16.372, 7.512, 12.663], [15.679, 8.771, 13.911]]}


Number 1: total energy -826.9370 Ha. Number 2: total energy -1427.8506 Ha. Number 3: total energy -374.9413 Ha. Number 4: total energy -1694.3464 Ha. Number 5: total energy -2056.8711 Ha.